(a)
Computed, not measured: a 2-piece molecular cluster, C12H12 overall, with ωB97M-V/def2-TZVPD.

## Properties
Lowest unoccupied orbital energy (eV): 0.961
Frontier orbital gap (eV): 10.041
SMILES string: c1ccccc1.c1ccccc1

ORCA input file:
```
! RIJCOSX wB97M-V def2-TZVPD def2/J DEFGRID3
* xyz 0 1
C 3.668 1.674 3.079
C 2.535 2.388 3.561
C 1.895 3.303 2.627
C 2.333 3.468 1.300
C 3.376 2.694 0.775
C 4.131 1.832 1.699
H 4.247 1.130 3.837
H 2.181 2.389 4.601
H 1.045 3.882 3.009
H 1.678 4.054 0.643
H 3.634 2.735 -0.292
H 5.076 1.343 1.427
C -3.756 -2.415 -3.345
C -3.978 -3.516 -2.468
C -3.224 -3.667 -1.332
C -2.228 -2.717 -1.046
C -1.982 -1.654 -1.925
C -2.770 -1.490 -3.115
H -4.268 -2.426 -4.316
H -4.741 -4.286 -2.644
H -3.343 -4.450 -0.571
H -1.644 -2.800 -0.120
H -1.226 -0.897 -1.678
H -2.641 -0.573 -3.705
*
```



(b)
Computed, not measured: a 2-piece molecular cluster, C12H12 overall, with ωB97M-V/def2-TZVPD.

## Properties
Lowest unoccupied orbital energy (eV): 0.898
Frontier orbital gap (eV): 9.980
SMILES string: c1ccccc1.c1ccccc1

ORCA input file:
```
! RIJCOSX wB97M-V def2-TZVPD def2/J DEFGRID3
* xyz 0 1
C -2.293 0.087 1.500
C -2.735 -0.986 0.882
C -3.140 -1.126 -0.450
C -3.011 -0.095 -1.421
C -2.856 1.222 -0.753
C -2.283 1.227 0.552
H -1.940 0.274 2.435
H -3.124 -1.939 1.360
H -3.425 -2.240 -0.652
H -3.542 -0.367 -2.407
H -2.952 1.959 -1.431
H -1.784 2.022 1.078
C 3.056 1.318 -0.084
C 1.761 1.006 0.054
C 1.400 -0.371 -0.076
C 2.327 -1.423 -0.052
C 3.719 -1.086 -0.116
C 4.096 0.240 -0.138
H 3.333 2.435 0.444
H 1.022 1.874 0.110
H 0.435 -0.750 0.074
H 2.012 -2.534 -0.068
H 4.634 -1.635 -0.131
H 5.090 0.825 -0.201
*
```



Q: Which of them is the least stable? A: (b).



(a)
Computed, not measured: C4H8O4Sr as an isolated structure, with ωB97M-V/def2-TZVPD.

## Properties
Lowest unoccupied orbital energy (eV): 4.076
Frontier orbital gap (eV): 2.751

ORCA input file:
```
! RIJCOSX wB97M-V def2-TZVPD def2/J DEFGRID3
* xyz -2 1
Sr -0.318 0.490 1.790
O 0.863 -1.097 3.314
C 2.085 -1.435 2.669
C 2.179 -1.403 1.118
O 1.809 -0.240 0.451
H 2.335 -2.430 3.093
H 2.952 -0.867 3.076
H 1.458 -2.218 0.858
H 3.113 -1.805 0.685
O -1.166 0.582 -0.671
C -2.179 0.829 -1.584
C -1.932 1.879 -2.704
O -0.815 1.736 -3.497
H -3.057 1.232 -1.008
H -2.640 -0.083 -2.028
H -1.871 2.871 -2.183
H -2.816 1.958 -3.382
*
```



(b)
Computed, not measured: C4H8O4Sr as an isolated structure, with ωB97M-V/def2-TZVPD.

## Properties
Lowest unoccupied orbital energy (eV): 3.865
Frontier orbital gap (eV): 2.438

ORCA input file:
```
! RIJCOSX wB97M-V def2-TZVPD def2/J DEFGRID3
* xyz -2 1
Sr 0.553 0.153 1.981
O -1.813 0.164 2.663
C -2.608 1.055 1.924
C -1.875 2.095 0.988
O -0.734 1.734 0.272
H -3.322 1.496 2.647
H -3.293 0.495 1.250
H -1.508 2.862 1.728
H -2.523 2.718 0.344
O 1.493 -0.995 -3.366
C 2.080 -1.833 -2.475
C 2.170 -1.344 -0.985
O 1.035 -1.019 -0.261
H 3.141 -2.089 -2.738
H 1.539 -2.818 -2.468
H 2.926 -0.524 -1.051
H 2.741 -2.149 -0.452
*
```



Q: Which of them is the least stable? A: (b).



(a)
Computed, not measured: one molecule with the formula C6H4O, with ωB97M-V/def2-TZVPD.

## Properties
Lowest unoccupied orbital energy (eV): 0.562
Frontier orbital gap (eV): 9.618

ORCA input file:
```
! RIJCOSX wB97M-V def2-TZVPD def2/J DEFGRID3
* xyz 0 1
C 2.350 0.549 -0.293
C 1.193 0.704 -0.001
C -0.049 -0.275 1.521
C -0.220 0.779 0.414
C -1.148 0.147 -0.593
C -1.283 -1.112 -0.210
O -0.602 -1.359 1.000
H 3.373 0.437 -0.575
H -0.463 1.793 0.745
H -1.600 0.615 -1.458
H -1.789 -1.974 -0.622
*
```



(b)
Computed, not measured: one molecule with the formula C6H4O, with ωB97M-V/def2-TZVPD.

## Properties
Lowest unoccupied orbital energy (eV): -0.264
Frontier orbital gap (eV): 9.940
SMILES string: C#CC(=O)C#CC

ORCA input file:
```
! RIJCOSX wB97M-V def2-TZVPD def2/J DEFGRID3
* xyz 0 1
C 3.330 -0.667 0.401
C 2.298 -0.105 0.661
C 1.137 0.735 0.929
O 1.234 1.726 1.623
C -0.107 0.350 0.291
C -1.175 0.097 -0.212
C -2.486 -0.192 -0.785
H 4.264 -1.127 0.162
H -2.774 0.589 -1.495
H -3.238 -0.220 0.010
H -2.492 -1.154 -1.305
*
```



Q: Which of them is the least stable? A: (a).



(a)
Computed, not measured: one molecule with the formula C4H7Cl2NO, with ωB97M-V/def2-TZVPD.

## Properties
Lowest unoccupied orbital energy (eV): -0.578
Frontier orbital gap (eV): 8.912
SMILES string: CC(C)(Cl)[C@H](Cl)N=O

ORCA input file:
```
! RIJCOSX wB97M-V def2-TZVPD def2/J DEFGRID3
* xyz 0 1
C -0.443 -0.237 -1.335
C -0.432 -0.309 0.195
C -1.154 0.931 0.732
Cl -1.088 -1.812 0.847
C 1.225 -0.254 0.776
Cl 1.904 1.407 0.663
N 1.813 -1.249 -0.011
O 2.501 -0.999 -0.997
H -1.505 -0.143 -1.896
H 0.025 0.672 -1.565
H 0.178 -1.006 -1.704
H -2.077 0.854 0.141
H -1.308 0.798 1.785
H -0.709 1.990 0.649
H 1.069 -0.641 1.721
*
```



(b)
Computed, not measured: one molecule with the formula C4H7Cl2NO, with ωB97M-V/def2-TZVPD.

## Properties
Lowest unoccupied orbital energy (eV): 0.572
Frontier orbital gap (eV): 10.381
SMILES string: OC[C@@]1(C(Cl)Cl)CN1

ORCA input file:
```
! RIJCOSX wB97M-V def2-TZVPD def2/J DEFGRID3
* xyz 0 1
O 1.160 1.786 -0.345
C -0.068 1.262 -0.078
C -0.118 -0.283 0.055
C 0.208 -0.940 1.366
Cl 0.186 -2.735 1.288
Cl 1.794 -0.414 1.769
C -1.042 -0.794 -1.004
N 0.290 -0.788 -1.339
H 1.672 1.707 0.718
H -0.522 1.516 -1.192
H -0.633 1.888 0.840
H -0.644 -0.706 2.013
H -1.627 0.095 -1.325
H -1.502 -1.727 -1.024
H 0.844 0.135 -1.740
*
```



Q: Which of them is the least stable? A: (b).